12 unconnected molecules or ions with the total composition C71H148Cl4N9O7 at a distorted geometry. Source: OMol25; level of theory: wB97M-V/def2-TZVPD.

E_tot, a.u.: -5652.3134
M, Da: 1381.83
Frontier orbital gap, eV: 5.038

```
! wB97M-V def2-TZVPD RIJCOSX def2/J DEFGRID3
* xyz 5 1
C 2.481 5.171 3.675
N 2.385 5.167 5.184
C 3.318 5.831 5.903
C 3.280 5.815 7.273
C 2.245 5.143 7.936
C 1.244 4.540 7.167
C 1.394 4.562 5.808
C 1.960 5.247 9.416
C 1.171 4.293 10.110
C 1.013 4.433 11.480
N 1.379 5.509 12.125
C 2.210 6.402 11.515
C 2.524 6.306 10.137
C 1.078 5.726 13.559
H 2.343 6.193 3.184
H 1.748 4.461 3.206
H 3.551 4.917 3.535
H 4.089 6.281 5.338
H 4.049 6.331 7.836
H 0.301 4.080 7.563
H 0.744 4.131 5.079
H 0.841 3.360 9.670
H 0.658 3.618 12.113
H 2.591 7.180 12.221
H 3.150 7.039 9.604
H 0.156 6.324 13.718
H 1.855 6.305 13.960
H 1.030 4.764 14.073
C -3.436 3.768 -0.266
C -4.881 3.709 -0.614
N -5.219 4.222 -1.996
C -4.448 3.522 -3.006
C -6.700 3.993 -2.274
C -7.106 2.501 -2.185
C -4.900 5.769 -2.129
C -5.010 6.302 -3.543
O -3.771 6.379 -4.305
C -3.933 7.129 -5.488
H -3.219 3.448 0.727
H -3.040 4.810 -0.237
H -2.844 3.114 -0.884
H -5.507 4.370 -0.015
H -5.175 2.631 -0.616
H -4.706 3.787 -4.033
H -4.410 2.494 -2.740
H -3.380 3.830 -2.890
H -6.893 4.349 -3.299
H -7.218 4.666 -1.629
H -7.706 2.310 -3.051
H -7.628 2.166 -1.293
H -6.209 1.824 -2.200
H -3.876 5.849 -1.867
H -5.504 6.403 -1.437
H -5.434 7.276 -3.363
H -5.705 5.724 -4.151
H -2.855 7.082 -5.876
H -4.346 8.130 -5.308
H -4.598 6.561 -6.205
C -3.439 -10.510 -0.296
C -2.818 -10.000 0.941
N -1.632 -10.639 1.600
C -1.978 -11.968 2.261
C -0.580 -10.782 0.535
C 0.823 -11.084 0.965
C -1.144 -9.599 2.609
C -2.104 -9.216 3.744
O -1.285 -8.378 4.497
C -1.865 -7.706 5.613
H -2.870 -10.394 -1.252
H -4.354 -9.937 -0.456
H -3.808 -11.544 -0.259
H -3.622 -10.117 1.699
H -2.531 -8.876 0.766
H -1.413 -12.109 3.185
H -1.680 -12.745 1.566
H -3.068 -12.018 2.496
H -0.543 -9.829 0.010
H -0.816 -11.475 -0.249
H 1.447 -11.201 0.073
H 0.933 -12.070 1.463
H 1.328 -10.322 1.548
H -0.733 -8.721 2.101
H -0.292 -10.155 3.018
H -2.462 -10.094 4.349
H -3.027 -8.711 3.270
H -2.496 -6.906 5.254
H -1.083 -7.208 6.233
H -2.402 -8.367 6.281
C 9.904 4.179 5.016
C 8.841 5.168 4.870
N 8.488 5.568 3.480
C 7.387 6.617 3.563
C 9.614 6.099 2.610
C 10.354 7.203 3.333
C 7.924 4.324 2.818
C 7.640 4.358 1.280
O 6.568 5.186 0.988
C 5.332 4.523 0.947
H 10.613 4.285 4.191
H 9.489 3.199 5.116
H 10.477 4.457 5.873
H 9.217 6.098 5.304
H 7.876 4.943 5.380
H 7.171 6.830 2.522
H 7.648 7.486 4.147
H 6.673 5.956 4.111
H 9.254 6.438 1.633
H 10.232 5.227 2.417
H 9.750 8.014 3.699
H 11.215 7.601 2.714
H 10.904 6.793 4.114
H 7.022 4.137 3.369
H 8.684 3.573 3.040
H 7.453 3.276 1.086
H 8.472 4.531 0.605
H 4.543 5.229 0.547
H 5.058 4.064 1.901
H 5.424 3.749 0.166
C -4.896 -4.058 -1.294
C -5.443 -2.900 -2.084
N -4.792 -2.711 -3.480
C -3.302 -2.627 -3.254
C -5.190 -3.910 -4.441
C -4.636 -3.849 -5.832
C -5.270 -1.410 -4.067
C -6.767 -1.117 -4.238
O -7.372 -0.866 -2.927
C -8.772 -0.822 -3.046
H -3.866 -3.992 -1.040
H -5.126 -5.049 -1.697
H -5.435 -3.878 -0.335
H -5.269 -1.873 -1.543
H -6.555 -3.016 -2.349
H -3.009 -1.894 -2.500
H -2.813 -2.426 -4.187
H -2.965 -3.566 -2.859
H -6.314 -3.984 -4.362
H -4.872 -4.753 -3.894
H -4.982 -2.956 -6.398
H -4.781 -4.769 -6.387
H -3.550 -3.716 -5.752
H -4.756 -1.200 -5.017
H -4.962 -0.622 -3.394
H -7.349 -1.830 -4.795
H -6.808 -0.162 -4.720
H -9.047 -1.790 -3.447
H -9.113 -0.073 -3.798
H -9.284 -0.737 -2.107
C 1.457 -6.289 -3.385
C 0.736 -7.177 -4.349
C 1.604 -7.379 -5.677
C 2.888 -8.026 -5.388
C 2.712 -9.412 -4.878
C 1.878 -9.617 -3.562
N 0.565 -8.632 -3.823
O -0.452 -9.070 -3.742
C 2.702 -9.200 -2.341
C 1.315 -10.964 -3.310
C -0.573 -6.733 -4.853
H 0.769 -5.799 -2.702
H 1.941 -5.560 -4.023
H 2.228 -6.789 -2.788
H 1.570 -6.400 -6.157
H 1.132 -8.122 -6.285
H 3.470 -7.451 -4.644
H 3.470 -7.935 -6.317
H 3.668 -9.949 -4.743
H 2.076 -9.981 -5.599
H 3.383 -10.030 -2.109
H 2.136 -9.078 -1.411
H 3.346 -8.285 -2.501
H 0.576 -11.278 -4.016
H 0.922 -10.926 -2.325
H 2.047 -11.692 -3.391
H -0.805 -7.555 -5.645
H -0.617 -5.767 -5.292
H -1.337 -6.768 -4.001
C 1.203 -0.709 0.764
C -0.048 -0.365 -0.083
C -0.772 -1.651 -0.513
C -1.267 -2.363 0.684
C -2.354 -1.536 1.476
C -1.958 -0.058 1.858
N -1.094 0.451 0.692
O -1.374 1.517 0.303
C -1.039 -0.053 3.052
C -3.060 0.939 2.082
C 0.393 0.355 -1.313
H 1.922 -1.173 0.097
H 0.992 -1.478 1.422
H 1.654 0.043 1.368
H -0.087 -2.274 -1.089
H -1.640 -1.451 -1.128
H -0.445 -2.788 1.298
H -1.807 -3.227 0.391
H -2.634 -2.106 2.341
H -3.222 -1.527 0.758
H -0.181 -0.725 3.065
H -1.674 -0.379 3.902
H -0.574 0.916 3.241
H -3.333 1.244 1.093
H -2.680 1.721 2.692
H -3.898 0.433 2.634
H 0.910 1.256 -0.972
H -0.321 0.507 -2.098
H 1.162 -0.209 -1.778
C -0.219 5.515 -2.562
C 0.324 6.091 -3.830
C 0.029 7.562 -3.837
C 0.729 8.186 -5.031
C 2.262 8.087 -4.763
C 2.822 6.738 -4.714
N 1.871 5.902 -3.813
O 2.356 4.958 -3.252
C 4.056 6.715 -3.899
C 3.072 5.981 -5.992
C -0.082 5.149 -5.013
H -1.298 5.309 -2.772
H -0.101 6.177 -1.715
H 0.255 4.600 -2.261
H 0.257 8.017 -2.890
H -1.068 7.663 -3.831
H 0.446 9.227 -5.150
H 0.477 7.707 -5.951
H 2.616 8.658 -3.955
H 2.713 8.579 -5.707
H 4.672 5.794 -3.847
H 3.787 7.075 -2.888
H 4.691 7.440 -4.404
H 2.180 5.978 -6.626
H 3.498 4.975 -5.903
H 3.849 6.518 -6.528
H -1.178 5.271 -5.093
H 0.129 4.170 -4.574
H 0.210 5.249 -6.023
Cl -0.337 -7.882 -0.958
Cl -3.506 0.444 -1.633
Cl -0.014 3.406 1.967
Cl 5.375 4.175 5.096
*
```

---

A single C11H22N2O2 molecule at a distorted geometry. Source: OMol25; level of theory: wB97M-V/def2-TZVPD.

ΔE to the lowest compared entry with this formula, charge and spin, kJ/mol: 173.5
E_tot, a.u.: -692.3213
SMILES: NCCCC[C@H]1C[C@H](CCCN)OC1=O
M, Da: 214.31
Frontier orbital gap, eV: 10.205

```
! wB97M-V def2-TZVPD RIJCOSX def2/J DEFGRID3
* xyz 0 1
N -0.684 3.736 0.289
C -0.848 2.747 -0.777
C 0.206 2.795 -1.908
C 1.037 1.528 -2.071
C 0.190 0.280 -2.410
C -0.067 -0.615 -1.200
C -1.485 -1.124 -0.964
C -1.214 -2.102 0.194
C -1.202 -1.396 1.554
C -0.239 -1.948 2.597
C 1.251 -1.733 2.318
N 1.866 -0.860 3.341
O 0.057 -2.681 -0.164
C 0.657 -1.941 -1.143
O 1.558 -2.376 -1.840
H -0.684 4.666 -0.100
H 0.201 3.605 0.759
H -1.829 2.930 -1.207
H -0.882 1.777 -0.291
H -0.306 2.971 -2.852
H 0.859 3.641 -1.711
H 1.722 1.697 -2.901
H 1.667 1.351 -1.201
H -0.754 0.634 -2.813
H 0.721 -0.279 -3.174
H 0.203 -0.032 -0.322
H -2.247 -0.378 -0.781
H -1.748 -1.729 -1.833
H -1.902 -2.939 0.208
H -2.213 -1.498 1.946
H -1.040 -0.330 1.421
H -0.449 -1.424 3.528
H -0.452 -2.995 2.796
H 1.420 -1.299 1.341
H 1.741 -2.706 2.286
H 2.745 -0.527 2.966
H 2.144 -1.443 4.120
*
```

---

9 unconnected molecules or ions with the total composition C16H42BF4N2O6 at a distorted geometry. Source: OMol25; level of theory: wB97M-V/def2-TZVPD.

ΔE to the lowest compared entry with this formula, charge and spin, kJ/mol: 280.5
E_tot, a.u.: -1620.0043
M, Da: 445.32
Frontier orbital gap, eV: 9.457

```
! wB97M-V def2-TZVPD RIJCOSX def2/J DEFGRID3
* xyz -1 1
B -43.108 -12.294 74.986
F -43.302 -11.722 76.265
F -41.705 -12.687 74.838
F -43.879 -13.514 74.938
F -43.374 -11.421 74.068
C -40.478 -11.550 78.543
C -40.444 -12.865 79.456
N -40.449 -13.892 80.058
H -40.491 -11.876 77.405
H -41.410 -11.086 78.827
H -39.795 -10.938 78.664
C -41.440 -8.249 75.440
C -40.738 -8.302 76.757
N -40.158 -8.361 77.752
H -40.589 -8.100 74.772
H -41.916 -9.139 75.018
H -42.050 -7.473 75.380
C -40.181 -16.838 73.566
C -40.119 -15.574 74.410
O -40.087 -14.390 73.743
H -40.850 -17.593 73.929
H -39.165 -17.127 73.318
H -40.948 -16.593 72.805
H -39.275 -15.738 75.099
H -41.186 -15.457 75.042
H -40.596 -13.609 74.202
C -47.205 -12.958 71.729
C -46.214 -12.616 72.705
O -45.206 -11.880 72.105
H -48.005 -13.641 71.955
H -46.794 -13.277 70.674
H -47.756 -11.913 71.521
H -45.637 -13.472 72.934
H -46.547 -12.108 73.543
H -44.688 -11.631 72.695
C -45.320 -12.833 79.319
C -46.211 -12.955 78.149
O -47.545 -13.290 78.503
H -45.922 -12.170 79.924
H -44.420 -12.671 79.033
H -45.268 -13.642 79.908
H -45.736 -13.558 77.250
H -46.119 -11.985 77.564
H -47.378 -14.315 78.320
C -40.216 -9.469 71.391
C -40.972 -10.448 72.170
O -40.358 -10.733 73.305
H -40.682 -9.162 70.666
H -39.379 -10.096 70.795
H -39.887 -8.722 72.098
H -41.243 -11.282 71.692
H -41.978 -9.987 72.404
H -40.938 -11.246 73.651
C -46.328 -7.956 75.280
C -45.945 -9.342 74.895
O -44.581 -9.262 74.123
H -46.559 -7.317 74.562
H -45.462 -7.497 75.728
H -47.240 -8.147 76.006
H -46.604 -9.772 74.187
H -45.825 -9.880 75.853
H -44.282 -10.142 73.986
C -45.990 -17.569 74.494
C -44.757 -16.695 73.931
O -44.163 -16.137 74.989
H -46.639 -18.043 73.639
H -46.669 -16.782 74.768
H -45.796 -18.465 75.081
H -44.991 -15.774 73.297
H -44.179 -17.263 73.241
H -43.974 -15.311 74.766
*
```